Formula: C7H16N2
Source: OMol25
Level of theory: the ωB97M-V functional and the def2-TZVPD basis

As for the SMILES: CNC(C)(C)CN1CC1. For the energy above the lowest of the compared OMol25 structures with the same formula, charge and spin, the calculation gives 230.2 kJ/mol. The total charge is 0. The calculation puts the LUMO energy at 1.06 eV.

Atoms and positions in Å:
1 C -1.1774 1.9916 -0.0970
2 C -0.8168 -0.4697 -0.1350
3 C -1.9995 -0.5264 0.8709
4 C -0.8782 -1.7005 -1.0498
5 C 0.5163 -0.5147 0.5795
6 C 2.9321 -0.3172 0.2914
7 C 2.2705 0.8365 -0.3813
8 H -0.4302 2.0133 0.7874
9 H -2.2052 2.1078 0.2794
10 H -0.9808 2.8157 -0.7777
11 H -0.3244 0.8585 -1.5047
12 H -1.8729 0.0669 1.7907
13 H -2.9157 -0.3543 0.3668
14 H -2.1661 -1.5821 1.2725
15 H -0.0584 -1.8018 -1.7429
16 H -0.8848 -2.6018 -0.3925
17 H -1.7692 -1.6713 -1.6034
18 H 0.4618 -1.4259 1.1832
19 H 0.5751 0.3077 1.3239
20 H 3.7939 -0.8286 -0.1984
21 H 2.9782 -0.3116 1.3771
22 H 2.5927 1.2142 -1.3999
23 H 1.8245 1.5901 0.3269
24 N -1.0832 0.7396 -0.8649
25 N 1.6178 -0.4359 -0.3023